61
Properties=species:S:1:pos:R:3:mulliken_charge:R:1 method="wB97M-V/def2-TZVPD" homo_ev=-11.4761 total_charge=+1 homo_lumo_gap_ev=5.86
Cl 5.22434 -2.32184 5.30414 -0.18
C 3.65574 -3.31246 5.18239 -0.46
C 2.33238 -2.37318 4.77887 -0.08
C 1.34414 -2.41390 6.08982 -0.67
S -0.41114 -1.84290 5.76877 -0.06
I -1.43563 -3.76344 4.60048 0.31
H 3.82965 -4.20050 4.43933 0.33
H 3.43630 -3.80015 6.24379 0.28
H 1.83226 -2.78173 3.78453 0.19
H 2.75461 -1.30942 4.51627 0.22
H 1.27351 -3.55841 6.41958 0.38
H 1.83136 -1.75430 6.94936 0.36
H -0.47941 -0.72512 4.92126 0.19
Br 0.20289 1.41438 3.85585 -0.12
C -0.09870 1.39839 1.92915 -0.02
C 0.18017 0.03410 1.34324 -0.36
Br 2.09730 -0.28528 1.17914 -0.14
H 0.52360 2.18996 1.50203 0.07
H -1.15249 1.66369 1.80438 0.22
H -0.20747 -0.03433 0.32294 0.12
H -0.23036 -0.78627 1.93850 0.33
Br -0.57007 2.12530 -2.67952 -0.11
C -2.09495 0.92086 -2.84513 -0.67
C -3.19399 1.29376 -1.87798 -0.43
Br -2.76545 0.71527 -0.06523 -0.13
H -1.71632 -0.09516 -2.70154 0.34
H -2.43554 1.03420 -3.87837 0.26
H -4.12258 0.77394 -2.12989 0.37
H -3.38615 2.36936 -1.83281 0.42
Br 2.44928 4.33022 1.05167 -0.13
C 4.34902 3.94663 0.83440 -0.65
C 4.62254 2.46420 0.93408 -0.40
Br 4.57762 1.86118 2.78845 -0.12
H 4.88194 4.53799 1.58444 0.43
H 4.60188 4.31933 -0.16239 0.31
H 5.63298 2.23383 0.58496 0.37
H 3.90413 1.85202 0.38181 0.18
Br 2.80104 3.57788 -2.80698 -0.10
C 2.47496 3.05341 -4.65684 -0.57
C 3.76772 2.94822 -5.43148 -0.59
Br 4.44796 4.71181 -5.91250 -0.14
H 1.77519 3.78172 -5.07654 0.38
H 1.98302 2.07854 -4.59320 0.30
H 3.60612 2.43658 -6.38439 0.36
H 4.56338 2.43833 -4.88120 0.36
Br -1.15701 -0.82858 -6.39610 -0.13
C -2.68190 -2.03302 -6.56171 -0.57
C -3.78094 -1.66012 -5.59456 -0.59
Br -3.35240 -2.23861 -3.78182 -0.13
H -2.30327 -3.04904 -6.41812 0.37
H -3.02248 -1.91968 -7.59495 0.34
H -4.70952 -2.17994 -5.84647 0.37
H -3.97310 -0.58452 -5.54939 0.34
Br -5.17099 -1.36660 3.94963 -0.13
C -5.47259 -1.38259 2.02293 -0.25
C -5.19372 -2.74688 1.43702 -0.54
Br -3.27659 -3.06626 1.27292 -0.16
H -4.85029 -0.59102 1.59581 0.01
H -6.52638 -1.11729 1.89816 0.35
H -5.58136 -2.81532 0.41672 0.33
H -5.60424 -3.56725 2.03228 0.39